Entry 1:
Density functional theory data (ωB97M-V/def2-TZVPD) for a cluster of 2 separate species, C34H26BF3O4S in total in a non-equilibrium geometry.

For the LUMO energy, the calculation gives -2.56 eV. For the HOMO-LUMO gap, the calculation gives 0.1495 Ha.

Atoms and positions in Å:
C1 -2.633 -1.967 7.166
C2 -2.445 -0.974 6.078
C3 -3.143 0.206 5.868
C4 -2.732 0.889 4.661
C5 -1.761 0.206 3.953
B1 -1.010 0.701 2.591
C6 -2.151 0.406 1.433
C7 -2.443 -0.911 1.130
C8 -3.434 -1.221 0.187
C9 -4.135 -0.191 -0.432
C10 -5.112 -0.492 -1.548
F1 -6.390 -0.092 -1.265
F2 -4.735 0.163 -2.693
F3 -5.165 -1.820 -1.839
C11 -3.917 1.132 -0.051
C12 -2.913 1.430 0.887
O1 -0.703 2.113 2.920
C13 0.602 2.121 3.266
C14 1.218 0.862 3.031
C15 2.615 0.748 3.055
C16 3.357 1.915 3.215
C17 2.747 3.152 3.444
C18 1.362 3.263 3.515
O2 0.314 -0.012 2.511
S1 -1.245 -1.195 4.821
H1 -3.365 -1.594 7.892
H2 -2.999 -2.914 6.747
H3 -1.683 -2.158 7.677
H4 -3.920 0.597 6.537
H5 -3.185 1.833 4.356
H6 -1.926 -1.714 1.664
H7 -3.657 -2.262 -0.041
H8 -4.535 1.930 -0.467
H9 -2.763 2.467 1.200
H10 3.081 -0.220 2.904
H11 4.450 1.885 3.141
H12 3.364 4.048 3.551
H13 0.848 4.199 3.695
C19 1.024 -3.812 -7.890
O3 -0.019 -3.076 -7.199
C20 0.367 -2.267 -6.180
C21 -0.651 -1.592 -5.457
C22 -0.335 -0.914 -4.306
C23 1.006 -0.867 -3.859
C24 1.391 -0.376 -2.570
O4 2.756 -0.329 -2.486
C25 3.319 0.453 -1.508
C26 2.501 1.108 -0.566
C27 3.105 2.209 0.073
C28 4.459 2.488 -0.068
C29 5.276 1.682 -0.889
C30 4.695 0.664 -1.624
C31 1.161 0.670 -0.430
C32 0.583 -0.012 -1.500
C33 2.027 -1.345 -4.710
C34 1.725 -2.084 -5.827
H14 0.469 -4.382 -8.623
H15 1.741 -3.136 -8.383
H16 1.567 -4.477 -7.201
H17 -1.670 -1.683 -5.811
H18 -1.092 -0.423 -3.696
H19 2.494 2.795 0.754
H20 4.913 3.307 0.492
H21 6.338 1.887 -0.971
H22 5.273 0.051 -2.316
H23 0.596 0.975 0.445
H24 -0.473 -0.254 -1.566
H25 3.081 -1.223 -4.470
H26 2.511 -2.565 -6.417

Electronic structure analysis, natural (NBO) charges in units of e:
1 C -0.63
2 C -0.22
3 C -0.27
4 C -0.28
5 C -0.42
6 B 0.77
7 C -0.25
8 C -0.15
9 C -0.22
10 C -0.19
11 C 0.98
12 F -0.33
13 F -0.34
14 F -0.33
15 C -0.19
16 C -0.21
17 O -0.65
18 C 0.25
19 C 0.31
20 C -0.31
21 C -0.26
22 C -0.26
23 C -0.26
24 O -0.69
25 S 0.39
26 H 0.22
27 H 0.21
28 H 0.21
29 H 0.21
30 H 0.21
31 H 0.22
32 H 0.22
33 H 0.22
34 H 0.22
35 H 0.22
36 H 0.20
37 H 0.21
38 H 0.22
39 C -0.26
40 O -0.47
41 C 0.38
42 C -0.27
43 C -0.13
44 C -0.13
45 C 0.47
46 O -0.41
47 C 0.34
48 C -0.10
49 C -0.13
50 C -0.22
51 C -0.13
52 C -0.28
53 C 0.04
54 C -0.32
55 C -0.12
56 C -0.32
57 H 0.22
58 H 0.19
59 H 0.19
60 H 0.25
61 H 0.23
62 H 0.26
63 H 0.24
64 H 0.23
65 H 0.24
66 H 0.28
67 H 0.27
68 H 0.23
69 H 0.23



Entry 2:
Density functional theory data (ωB97M-V/def2-TZVPD) for a structure of composition C34H26ClMoN7O5SSe in a non-equilibrium geometry.

The value obtained for the energy relative to the best compared isomer or geometry (same formula, charge and spin) is 0.0 kJ/mol. For the LUMO energy (spin up / spin down), the calculation gives 3.77 / 3.77 eV. Its charge is -2. For the HOMO-LUMO gap (spin up / spin down), the calculation gives 0.1877 / 0.1878 Ha.

Atoms and positions in Å:
Mo1 -0.445 -0.562 0.985
N1 2.014 -0.678 4.944
C1 1.468 -0.899 3.686
S1 -0.096 -1.684 3.596
N2 2.187 -0.572 2.667
N3 1.619 -1.073 1.480
C2 2.417 -1.845 0.846
C3 2.050 -2.737 -0.222
C4 3.039 -3.496 -0.864
C5 2.703 -4.488 -1.754
C6 1.344 -4.751 -1.998
C7 0.360 -4.028 -1.370
C8 0.687 -2.979 -0.487
O1 -0.252 -2.347 0.152
H1 1.340 -0.554 5.678
H2 2.781 -0.021 4.945
H3 3.438 -1.895 1.225
H4 4.084 -3.283 -0.647
H5 3.473 -5.073 -2.247
H6 1.071 -5.545 -2.683
H7 -0.689 -4.210 -1.564
N4 -0.242 0.722 -0.166
C9 -0.075 1.748 -1.073
C10 0.883 2.746 -0.860
C11 1.044 3.779 -1.774
C12 0.249 3.844 -2.910
C13 -0.707 2.854 -3.127
C14 -0.869 1.818 -2.225
H8 1.491 2.694 0.036
H9 1.800 4.537 -1.597
H10 0.383 4.645 -3.628
H11 -1.324 2.888 -4.018
H12 -1.571 1.013 -2.403
O2 0.624 -0.883 -4.694
C15 0.958 -0.947 -3.486
O3 0.257 -1.101 -2.464
C16 2.469 -0.869 -3.240
C17 3.347 -1.437 -4.162
C18 4.706 -1.475 -3.915
C19 5.193 -0.921 -2.737
C20 4.342 -0.307 -1.826
C21 2.984 -0.287 -2.084
N5 6.625 -0.994 -2.451
O4 7.027 -0.575 -1.388
O5 7.363 -1.472 -3.288
H13 2.929 -1.847 -5.073
H14 5.400 -1.925 -4.611
H15 4.754 0.130 -0.927
H16 2.295 0.169 -1.385
Cl1 -7.332 1.163 3.727
C22 -5.912 0.497 2.932
C23 -4.866 0.003 3.694
C24 -3.770 -0.568 3.060
C25 -3.681 -0.654 1.663
C26 -2.542 -1.331 0.995
C27 -4.748 -0.114 0.934
C28 -5.858 0.451 1.550
H17 -4.916 0.046 4.776
H18 -2.957 -0.965 3.661
H19 -2.805 -1.594 -0.031
H20 -2.320 -2.259 1.525
H21 -4.708 -0.151 -0.152
H22 -6.682 0.843 0.964
Se1 -0.680 1.306 4.085
N6 -1.079 1.031 2.335
C29 -1.904 2.054 2.005
C30 -2.573 2.199 0.755
C31 -3.400 3.256 0.548
C32 -3.625 4.233 1.562
C33 -3.018 4.139 2.770
C34 -2.150 3.034 3.038
N7 -1.570 2.833 4.202
H23 -2.427 1.457 -0.011
H24 -3.908 3.342 -0.405
H25 -4.306 5.055 1.374
H26 -3.193 4.867 3.554

Electronic structure analysis, Mulliken charges in units of e:
1 Mo -0.23
2 N -0.52
3 C 0.23
4 S -0.30
5 N -1.26
6 N 0.93
7 C -0.60
8 C 0.74
9 C -0.59
10 C -0.83
11 C -0.47
12 C -0.61
13 C 0.51
14 O -0.07
15 H 0.28
16 H 0.27
17 H 0.35
18 H 0.34
19 H 0.38
20 H 0.37
21 H 0.38
22 N -0.14
23 C 0.60
24 C -0.26
25 C -0.83
26 C -0.43
27 C -0.88
28 C -0.08
29 H 0.48
30 H 0.36
31 H 0.38
32 H 0.38
33 H 0.39
34 O -0.85
35 C -0.08
36 O -0.43
37 C 0.24
38 C -0.74
39 C -0.43
40 C -0.10
41 C -0.59
42 C 0.25
43 N 1.01
44 O -0.64
45 O -0.67
46 H 0.46
47 H 0.47
48 H 0.50
49 H 0.48
50 Cl -0.30
51 C 0.47
52 C -0.95
53 C -0.15
54 C 0.74
55 C -1.93
56 C -0.02
57 C -0.85
58 H 0.41
59 H 0.33
60 H 0.43
61 H 0.80
62 H 0.34
63 H 0.38
64 Se 0.24
65 N 0.35
66 C 0.62
67 C 0.40
68 C -1.28
69 C -0.69
70 C -0.74
71 C 0.45
72 N -1.01
73 H 0.53
74 H 0.46
75 H 0.37
76 H 0.43



Entry 3:
Density functional theory data (ωB97M-V/def2-TZVPD) for a structure of composition C34H27BeF10N3O4 in a non-equilibrium geometry.

For the LUMO energy, the calculation gives 4.33 eV. Its charge is -2. For the HOMO-LUMO gap, the calculation gives 0.1440 Ha.

Atoms and positions in Å:
Be1 0.163 -0.055 0.129
C1 -1.220 -2.356 -0.854
N1 -1.199 -1.346 0.217
C2 -0.893 -2.005 1.499
C3 -0.648 -0.978 2.587
N2 0.155 0.086 2.007
C4 0.720 0.995 2.806
C5 1.550 2.011 2.242
F1 1.713 2.031 0.913
C6 2.213 2.964 2.975
F2 3.001 3.853 2.361
C7 2.088 3.021 4.354
F3 2.738 3.957 5.077
C8 1.275 2.092 4.953
F4 1.112 2.125 6.288
C9 0.618 1.121 4.218
F5 -0.175 0.288 4.946
C10 -2.446 -0.545 0.237
C11 -2.134 0.954 0.410
N3 -0.893 1.201 -0.309
C12 -0.823 2.261 -1.130
C13 1.212 2.558 -2.688
F6 2.139 1.771 -2.068
C14 1.347 3.949 -2.588
F7 2.541 4.457 -3.039
C15 0.322 4.853 -2.402
F8 0.513 6.102 -2.915
C16 -0.899 4.654 -1.773
F9 -1.762 5.727 -1.787
C17 -1.337 3.523 -1.072
F10 -2.293 3.789 -0.107
H1 -2.031 -3.079 -0.686
H2 -0.259 -2.869 -0.873
H3 -1.354 -1.858 -1.814
H4 0.020 -2.583 1.339
H5 -1.699 -2.693 1.793
H6 -0.154 -1.487 3.419
H7 -1.609 -0.596 2.969
H8 -3.134 -0.913 1.010
H9 -2.926 -0.666 -0.734
H10 -2.036 1.208 1.473
H11 -2.965 1.530 0.008
O1 2.003 -2.869 -0.400
C18 2.337 -1.683 -0.329
O2 1.581 -0.688 -0.091
C19 3.797 -1.325 -0.484
C20 4.299 -0.166 0.097
C21 5.649 0.140 -0.009
C22 6.500 -0.704 -0.713
C23 5.995 -1.853 -1.311
C24 4.649 -2.167 -1.187
H12 3.612 0.495 0.613
H13 6.035 1.042 0.450
H14 7.553 -0.462 -0.804
H15 6.655 -2.505 -1.874
H16 4.238 -3.062 -1.637
C25 -0.724 1.502 -8.994
C26 -0.650 1.284 -7.504
C27 0.097 0.252 -6.951
C28 0.245 0.076 -5.583
C29 1.081 -1.092 -5.115
C30 -0.359 1.006 -4.683
C31 -1.237 1.979 -5.244
C32 -2.149 2.813 -4.399
C33 -1.337 2.104 -6.620
C34 -0.042 0.842 -3.271
O3 -0.082 2.108 -2.442
O4 0.271 -0.153 -2.666
H17 -0.317 0.646 -9.535
H18 -0.151 2.387 -9.292
H19 -1.755 1.659 -9.325
H20 0.600 -0.446 -7.616
H21 1.558 -1.571 -5.974
H22 0.472 -1.836 -4.598
H23 1.850 -0.786 -4.406
H24 -2.610 2.216 -3.608
H25 -2.939 3.243 -5.018
H26 -1.623 3.629 -3.911
H27 -2.003 2.863 -7.025

Electronic structure analysis, Mulliken charges in units of e:
1 Be -1.55
2 C -1.09
3 N 0.86
4 C -1.20
5 C -0.98
6 N 0.53
7 C -0.25
8 C 0.25
9 F -0.11
10 C -0.02
11 F -0.32
12 C 0.67
13 F -0.36
14 C 0.24
15 F -0.35
16 C 0.08
17 F -0.38
18 C -1.13
19 C -0.79
20 N 0.17
21 C 0.04
22 C -0.45
23 F -0.20
24 C -0.11
25 F -0.38
26 C 0.71
27 F -0.39
28 C -0.26
29 F -0.43
30 C 0.93
31 F -0.40
32 H 0.35
33 H 0.30
34 H 0.27
35 H 0.45
36 H 0.40
37 H 0.60
38 H 0.41
39 H 0.29
40 H 0.48
41 H 0.08
42 H 0.84
43 O -0.81
44 C 0.29
45 O 0.61
46 C 0.17
47 C 0.12
48 C -0.77
49 C -0.36
50 C -0.46
51 C -0.65
52 H 0.33
53 H 0.40
54 H 0.34
55 H 0.37
56 H 0.40
57 C -1.54
58 C 0.58
59 C -0.89
60 C 0.26
61 C -1.39
62 C 0.83
63 C 1.46
64 C -1.46
65 C -0.77
66 C -0.07
67 O 0.89
68 O -0.57
69 H 0.35
70 H 0.28
71 H 0.34
72 H 0.22
73 H 0.36
74 H 0.18
75 H 0.22
76 H 0.12
77 H 0.41
78 H 0.11
79 H 0.32



no.,DFT total energy (eV)
1,-63534.013
2,-146907.954
3,-75931.438